The following is a DFT calculation (wB97M-V/def2-TZVPD) of C37H48BrGe2NNaO2S4 as an isolated structure at a distorted geometry.

Output
Maximum force: 6.12 eV/A
Electronic energy: -10126.92750 Ha
E_HOMO (alpha / beta): 0.047 / -0.701 eV

```
! wB97M-V def2-TZVPD RIJCOSX def2/J DEFGRID3
* xyz -2 2
Na 0.492 0.276 -0.784
C 5.902 2.010 4.596
C 5.218 0.651 4.782
C 6.288 -0.468 4.941
C 4.365 0.631 6.059
C 4.382 0.360 3.515
C 3.031 -0.069 3.517
C 2.363 -0.470 2.397
Br 0.588 -1.127 2.580
C 3.013 -0.421 1.081
O 2.400 -0.850 0.056
C 4.357 0.167 1.057
C 4.943 0.481 2.270
C 5.163 0.418 -0.218
C 6.020 -0.827 -0.473
C 4.249 0.648 -1.434
C 6.069 1.681 -0.128
H 6.232 2.355 5.582
H 5.250 2.769 4.163
H 6.795 1.938 3.971
H 6.821 -0.294 5.867
H 7.013 -0.435 4.127
H 5.838 -1.471 4.974
H 5.029 0.842 6.896
H 3.929 -0.374 6.215
H 3.585 1.404 6.064
H 2.508 -0.069 4.494
H 5.953 0.899 2.250
H 5.394 -1.726 -0.433
H 6.800 -0.944 0.263
H 6.488 -0.789 -1.463
H 3.632 -0.246 -1.633
H 4.882 0.841 -2.297
H 3.611 1.516 -1.301
H 6.807 1.643 0.679
H 5.418 2.563 0.000
H 6.613 1.833 -1.051
O -1.412 5.038 -6.023
C -1.186 4.220 -5.162
S -1.237 4.564 -3.433
C -0.873 2.978 -2.774
C -0.638 1.929 -3.805
S -0.345 0.342 -3.659
S -0.806 2.499 -5.476
S -0.996 2.752 -1.090
C -0.587 -4.725 -2.118
C -0.590 -4.286 -0.664
C 0.746 -4.566 0.052
C -1.760 -4.859 0.137
C -0.753 -2.818 -0.651
N -0.800 -1.633 -0.586
H -0.480 -5.797 -2.201
H 0.207 -4.252 -2.679
H -1.543 -4.449 -2.583
H 0.929 -5.630 0.103
H 0.749 -4.215 1.075
H 1.590 -4.074 -0.450
H -1.684 -5.920 0.280
H -2.724 -4.691 -0.374
H -1.798 -4.375 1.109
C -3.807 -0.314 2.321
Ge -4.238 1.216 1.178
C -3.603 2.918 1.887
C -6.179 1.278 0.857
Ge -3.110 0.887 -1.034
C -3.834 -0.902 -1.730
C -4.729 -1.623 -0.935
C -5.241 -2.858 -1.383
C -4.807 -3.402 -2.593
C -3.886 -2.707 -3.364
C -3.379 -1.468 -2.926
C -3.933 2.123 -2.365
C -4.592 3.222 -1.869
C -5.244 4.130 -2.738
C -5.157 3.938 -4.130
C -4.496 2.805 -4.627
C -3.846 1.930 -3.745
H -4.123 -0.066 3.358
H -2.725 -0.548 2.364
H -4.321 -1.229 1.993
H -3.799 2.976 2.973
H -4.051 3.808 1.428
H -2.513 3.049 1.759
H -6.655 1.594 1.787
H -6.588 0.303 0.583
H -6.480 2.000 0.074
H -5.109 -1.291 0.031
H -5.975 -3.384 -0.784
H -5.209 -4.349 -2.973
H -3.523 -3.139 -4.306
H -2.574 -1.014 -3.513
H -4.599 3.413 -0.785
H -5.761 4.998 -2.333
H -5.671 4.632 -4.801
H -4.408 2.624 -5.701
H -3.288 1.070 -4.166
*
```

***

The following is a DFT calculation (wB97M-V/def2-TZVPD) of one molecule with the formula C4H5F2NS at a distorted geometry.

Output
Maximum force: 8.27 eV/A
Electronic energy: -807.97667 Ha
Energy above the lowest of the compared OMol25 structures with the same formula, charge and spin: 59.1 kcal/mol
E_HOMO: -8.549 eV
SMILES: NC(=S)[C@H]1CC1(F)F

```
! wB97M-V def2-TZVPD RIJCOSX def2/J DEFGRID3
* xyz 0 1
N 0.882 1.608 -0.133
C 1.127 0.338 0.045
S 2.509 -0.578 -0.157
C -0.084 -0.473 0.027
C -0.909 -0.473 1.252
C -1.463 -0.180 -0.150
F -2.275 -1.091 -0.631
F -1.961 1.186 -0.170
H 1.907 2.133 0.133
H -0.012 1.927 -0.016
H -0.067 -1.490 -0.203
H -0.861 0.637 1.751
H -1.189 -1.347 1.949
*
```

***

The following is a DFT calculation (wB97M-V/def2-TZVPD) of a 2-piece molecular cluster, C10H18 overall.

Output
Maximum force: 0.52 eV/A
Electronic energy: -391.72700 Ha
Energy above the lowest of the compared OMol25 structures with the same formula, charge and spin: 39.9 kcal/mol
E_HOMO: -9.084 eV
SMILES: C#C[C@H](C)C(C)C.C=CC

```
! wB97M-V def2-TZVPD RIJCOSX def2/J DEFGRID3
* xyz 0 1
C -0.654 1.702 -1.479
C -0.241 0.825 -0.775
C 0.428 -0.284 -0.119
C 0.639 -0.040 1.377
C 1.740 -0.517 -0.903
C 2.454 -1.785 -0.449
C 2.667 0.694 -0.811
H -1.086 2.492 -2.022
H -0.204 -1.173 -0.234
H 1.410 0.707 1.546
H 0.934 -0.968 1.872
H -0.282 0.321 1.822
H 1.454 -0.643 -1.954
H 2.787 -1.695 0.582
H 1.796 -2.649 -0.527
H 3.328 -1.963 -1.071
H 2.112 1.610 -0.992
H 3.137 0.754 0.168
H 3.456 0.617 -1.555
C -2.539 0.937 1.743
C -2.879 0.751 0.481
C -3.104 -0.580 -0.151
H -2.414 0.108 2.424
H -2.396 1.920 2.158
H -3.032 1.602 -0.168
H -2.798 -1.386 0.512
H -4.164 -0.706 -0.385
H -2.551 -0.649 -1.087
*
```